Below is C14H17N3O10S3Tl as an isolated structure, with properties calculated with wB97M-V/def2-TZVPD.

## Properties
Orbital gap: 8.9 eV
LUMO level: 2.215 eV

Structure (ORCA input):
```
! RIJCOSX wB97M-V def2-TZVPD def2/J DEFGRID3
* xyz -1 1
Tl -0.222 0.652 -1.072
O 1.823 -0.990 -0.840
S 1.543 -1.487 0.512
O 2.717 -1.777 1.305
O 0.602 -0.596 1.195
C 0.725 -3.081 0.247
C 1.472 -4.163 0.704
C 1.048 -5.470 0.520
C -0.145 -5.711 -0.128
C -0.908 -4.645 -0.574
C -0.499 -3.326 -0.402
S -1.672 -2.123 -1.087
O -2.860 -2.886 -1.378
O -1.001 -1.559 -2.266
O -1.857 -1.084 -0.067
H 2.403 -3.954 1.208
H 1.654 -6.290 0.887
H -0.494 -6.725 -0.281
H -1.856 -4.813 -1.062
C -1.959 4.186 5.906
C -0.743 3.610 5.196
S 0.018 2.361 6.213
O -0.970 1.356 6.513
O 0.705 3.034 7.290
C 1.283 1.632 5.182
C 0.805 0.557 4.214
N -0.177 1.059 3.270
C 0.092 1.924 2.265
N -0.989 2.243 1.574
C -2.016 1.568 2.166
C -1.531 0.821 3.195
N -2.261 -0.154 3.952
O -1.657 -1.062 4.483
O -3.468 -0.008 3.984
C 1.460 2.390 1.914
H -2.401 4.966 5.288
H -1.685 4.618 6.867
H -2.704 3.409 6.071
H 0.026 4.362 5.021
H -1.019 3.145 4.253
H 1.994 1.213 5.896
H 1.772 2.466 4.679
H 0.354 -0.271 4.752
H 1.648 0.172 3.636
H -3.021 1.577 1.788
H 2.029 2.757 2.768
H 1.367 3.193 1.187
H 2.012 1.564 1.465
*
```

In the natural (NBO) picture, each atom carries the following charge in e: 0.810 -1.027 2.414 -1.000 -1.048 -0.347 -0.192 -0.218 -0.216 -0.216 -0.218 2.399 -0.985 -1.029 -1.031 0.246 0.204 0.204 0.248 -0.618 -0.668 2.179 -0.949 -0.961 -0.675 -0.244 -0.336 0.424 -0.492 -0.023 0.138 0.537 -0.378 -0.381 -0.677 0.219 0.221 0.236 0.230 0.253 0.263 0.230 0.274 0.252 0.233 0.207 0.245 0.263